The molecule C5H11NO, computed with ωB97M-V/def2-TZVPD.

Summary:
Calculated total energy = -8900.129 eV
Relative energy (zero: lowest compared OMol25 entry of this formula, charge and spin) = 36.2 kcal per mole
Orbital gap = 10.2 eV
E_HOMO = -9.3 eV
SMILES = CC[C@@H](C=O)NC
Molecular weight = 101.15 g mol⁻¹
Maximum force = 0.0219 Eh/bohr
Spin multiplicity = 1

Last columns: bonded neighbours and bond lengths (Å).
Cartesian coordinates (Å):
1 H 2.90741 -1.47264 -0.65916  C15 1.092
2 H -2.68299 -0.71198 1.00062  C10 1.099
3 N -1.39977 -0.04063 -0.57852  H4 1.012, C10 1.446, C11 1.460
4 H -1.43088 -0.96051 -1.00023  N3 1.012
5 H -3.37381 0.44903 -0.29629  C10 1.085
6 C 1.05043 -0.42710 -0.82362  C11 1.541, H12 1.094, C15 1.520, H17 1.098
7 O 1.20464 1.83094 1.03638  C13 1.200
8 H -0.66024 2.17755 0.41577  C13 1.111
9 H -2.32375 0.92995 1.02175  C10 1.097
10 C -2.53169 0.12549 0.30592  H2 1.099, N3 1.446, H5 1.085, H9 1.097
11 C -0.10329 0.03144 0.08925  N3 1.460, C6 1.541, C13 1.522, H18 1.091
12 H 1.20407 0.34755 -1.58137  C6 1.094
13 C 0.17226 1.45493 0.55281  O7 1.200, H8 1.111, C11 1.522
14 H 2.88305 0.15142 0.16783  C15 1.080
15 C 2.33548 -0.74675 -0.07825  H1 1.092, C6 1.520, H14 1.080, H16 1.088
16 H 2.15935 -1.29826 0.84283  C15 1.088
17 H 0.66045 -1.26778 -1.41305  C6 1.098
18 H -0.07071 -0.57264 0.99732  C11 1.091